{"formula": "C6H20FN3OP2STi", "method": "ωB97M-V/def2-TZVPD", "elements": ["Ti", "C", "P", "C", "C", "C", "P", "C", "C", "H", "H", "H", "H", "H", "H", "H", "H", "H", "H", "H", "H", "H", "H", "H", "H", "O", "S", "N", "N", "N", "H", "H", "H", "H", "F"], "coordinates": [[0.5716, 0.0446, 0.0859], [-0.4635, -3.4601, -1.2416], [-0.0137, -2.5067, 0.2439], [1.3412, -3.4806, 0.9677], [-1.4047, -2.8444, 1.4020], [-1.3191, -1.9106, 2.6123], [-1.4642, -0.1576, 2.0669], [-3.2717, 0.1321, 2.1610], [-0.8461, 0.7676, 3.5106], [0.3709, -3.4293, -1.9431], [-1.3385, -3.0054, -1.7067], [-0.6837, -4.5008, -0.9969], [1.0750, -4.5351, 1.0592], [1.5934, -3.0682, 1.9445], [2.2247, -3.3661, 0.3393], [-1.4015, -3.8935, 1.7103], [-2.3342, -2.6690, 0.8507], [-0.3446, -2.0079, 3.0994], [-2.0825, -2.1545, 3.3563], [-3.6475, -0.0471, 3.1699], [-3.7933, -0.5324, 1.4700], [-3.4909, 1.1615, 1.8766], [-1.3411, 0.4784, 4.4392], [-0.9924, 1.8334, 3.3350], [0.2272, 0.5879, 3.5879], [1.8527, -0.2913, 1.3987], [2.9951, -0.5431, 0.1722], [1.9576, -0.3125, -1.0746], [-2.1950, -0.3931, -1.5803], [-0.8193, -0.0344, -1.7372], [-2.7557, -0.0077, -2.3336], [-2.5120, 0.0324, -0.7166], [-0.6850, 0.9157, -2.0771], [-0.3769, -0.6736, -2.3877], [0.1344, 1.8703, 0.0243]], "e_above_lowest_kcal_mol": 2.6, "charge": 0, "orbital_gap_ev": [6.261, 6.219], "e_homo_ev": [-5.9, -5.9], "e_lumo_ha": [0.013, 0.012]}